No. 1
Molecular formula: C4H5NO2
Method: DFT, wB97M-V/def2-TZVPD

Properties
- ΔE to the lowest compared entry with this formula, charge and spin: 70.4 kcal per mole
- Kohn-Sham gap: 9.4 eV

```
! wB97M-V def2-TZVPD RIJCOSX def2/J DEFGRID3
* xyz 0 1
O -3.219 0.789 -0.151
C -1.176 -0.168 -0.918
N -0.250 0.200 -0.085
C 1.162 0.245 -0.421
C 1.981 -0.216 0.765
O 1.503 -0.362 1.864
C -2.524 -0.191 -0.349
H -0.434 0.440 0.892
H 1.476 1.267 -0.679
H 1.335 -0.385 -1.298
H 3.056 -0.396 0.574
H -2.911 -1.224 -0.195
*
```

Atom charges from the Mulliken analysis, given in e for atoms 1 to 4: number 1, O, carries -0.48; number 2, C, carries -0.48; number 3, N, carries 0.01; number 4, C, carries -0.49

No. 2
Molecular formula: C4H5NO2
Method: DFT, wB97M-V/def2-TZVPD

Properties
- SMILES string: C=NC(=O)C(C)=O
- ΔE to the lowest compared entry with this formula, charge and spin: 84.2 kcal per mole
- Kohn-Sham gap (alpha / beta): 7.6 / 7.6 eV

```
! wB97M-V def2-TZVPD RIJCOSX def2/J DEFGRID3
* xyz 0 1
C 1.216 -1.352 0.319
C -0.244 1.439 -0.667
C -0.178 0.568 0.551
N -0.024 -1.537 -0.105
C -1.128 -0.909 0.143
O 0.016 0.831 1.698
O -2.306 -0.978 -0.071
H 1.456 -1.549 1.364
H 2.026 -1.517 -0.393
H -0.042 0.877 -1.575
H -1.251 1.861 -0.710
H 0.459 2.266 -0.554
*
```

Atom charges from the Mulliken analysis, given in e for atoms 1 to 4: number 1, C, carries -0.35; number 2, C, carries -0.99; number 3, C, carries 0.61; number 4, N, carries -0.24

No. 3
Molecular formula: C4H5NO2
Method: DFT, wB97M-V/def2-TZVPD

Properties
- SMILES string: C/N=C\OC=C=O
- ΔE to the lowest compared entry with this formula, charge and spin: 65.3 kcal per mole
- Kohn-Sham gap: 9.4 eV

```
! wB97M-V def2-TZVPD RIJCOSX def2/J DEFGRID3
* xyz 0 1
O 2.823 0.125 -0.666
C 1.721 0.068 -1.050
C 0.464 -0.036 -1.438
C -0.272 -0.666 1.349
N -1.205 0.385 0.981
C -1.211 1.035 -0.090
O -0.429 1.007 -1.225
H 0.767 -0.318 1.352
H 0.139 -0.895 -2.011
H -0.336 -1.531 0.681
H -0.514 -0.999 2.361
H -1.947 1.825 -0.242
*
```

Atom charges from the Mulliken analysis, given in e for atoms 1 to 4: number 1, O, carries -0.36; number 2, C, carries 0.88; number 3, C, carries -0.73; number 4, C, carries -0.69

No. 4
Molecular formula: C4H5NO2
Method: DFT, wB97M-V/def2-TZVPD

Properties
- <S²>: 2.01
- ΔE to the lowest compared entry with this formula, charge and spin: 34.0 kcal per mole
- Kohn-Sham gap (alpha / beta): 7.2 / 6.4 eV

```
! wB97M-V def2-TZVPD RIJCOSX def2/J DEFGRID3
* xyz 0 3
C -0.424 1.302 0.205
C 0.590 0.639 0.817
C -1.059 0.612 -0.982
C 0.839 -0.746 0.200
N -0.543 -0.637 -1.070
O -1.847 1.225 -1.696
O 0.820 -1.810 1.073
H -0.882 2.123 0.548
H 1.154 1.023 1.718
H 1.786 -0.781 -0.320
H -0.370 -1.063 -2.047
H -0.063 -1.888 1.555
*
```

Atom charges from the Mulliken analysis, given in e for atoms 1 to 4: number 1, C, carries -0.41; number 2, C, carries -0.62; number 3, C, carries 0.42; number 4, C, carries 0.23

No. 5
Molecular formula: C4H5NO2P
Method: DFT, wB97M-V/def2-TZVPD

Properties
- ΔE to the lowest compared entry with this formula, charge and spin: 24.1 kcal per mole
- Kohn-Sham gap (alpha / beta): 7.0 / 7.0 eV

```
! wB97M-V def2-TZVPD RIJCOSX def2/J DEFGRID3
* xyz -1 1
C -1.227 0.268 -1.156
C 0.006 -0.193 -1.439
C -0.607 1.251 0.804
C 0.777 -1.124 1.306
N -1.553 0.897 0.023
O 2.612 -0.089 -0.490
O 0.697 1.298 0.572
P 1.206 -0.183 -0.065
H -2.072 0.159 -1.834
H 0.185 -0.794 -2.322
H -0.906 1.724 1.743
H -0.278 -1.073 1.570
H 1.160 -2.141 1.289
*
```

Atom charges from the Mulliken analysis, given in e for atoms 1 to 4: number 1, C, carries -0.17; number 2, C, carries -0.32; number 3, C, carries -0.11; number 4, C, carries -0.89

No. 6
Molecular formula: C4H5NO2S
Method: DFT, wB97M-V/def2-TZVPD

Properties
- SMILES string: C=C=[N+]([O-])O.C=C=S
- ΔE to the lowest compared entry with this formula, charge and spin: 192.2 kcal per mole
- Kohn-Sham gap: 8.6 eV

```
! wB97M-V def2-TZVPD RIJCOSX def2/J DEFGRID3
* xyz 0 1
C 1.223 -0.044 1.549
C -0.977 1.630 -1.185
C 0.647 -0.608 0.567
C -1.285 1.582 0.102
N 0.364 -1.195 -0.516
O -0.262 -2.558 -0.283
O 0.389 -0.905 -1.725
S -1.815 1.547 1.606
H 2.242 -0.145 1.862
H 0.626 0.646 2.091
H -0.579 2.568 -1.502
H -0.636 0.798 -1.713
H 0.063 -3.316 -0.853
*
```

Atom charges from the Mulliken analysis, given in e for atoms 1 to 4: number 1, C, carries -0.53; number 2, C, carries -0.44; number 3, C, carries 0.37; number 4, C, carries 0.13